No. 1
The following is a quantum chemistry calculation of C29H39CrN3O4STe as an isolated structure, from the Open Molecules 2025 dataset.

Results
2S+1: 2
HOMO-LUMO gap (alpha / beta), eV: 6.65 / 6.68
Charge: +1

Positions of all 78 atoms, in Å:
Cr  -0.0928  0.3585  0.4858
C  -5.4613  0.2810  0.5482
N  -4.2196  -0.2186  1.1145
C  -4.2605  -1.4633  1.8758
C  -3.0281  0.2772  0.7725
O  -1.9710  -0.2488  1.1485
C  -2.9644  1.5074  -0.1268
O  -1.6219  1.9357  -0.2422
C  -1.2727  3.1523  0.4100
C  -0.6758  2.8667  1.7977
O  -0.2211  1.7378  2.0383
N  -0.6288  3.8485  2.7011
C  -1.0538  5.2139  2.4561
C  -0.0474  3.5958  4.0121
H  -6.2839  -0.0501  1.1765
H  -5.4777  1.3693  0.5303
H  -5.6256  -0.0999  -0.4629
H  -5.1613  -1.4699  2.4838
H  -4.2675  -2.3272  1.2082
H  -3.3831  -1.5200  2.5138
H  -3.3200  1.2399  -1.1279
H  -3.6033  2.3113  0.2454
H  -0.5038  3.6212  -0.2094
H  -2.1435  3.8080  0.4566
H  -1.2118  5.4023  1.3989
H  -1.9704  5.4385  3.0060
H  -0.2713  5.8922  2.7973
H  0.1585  2.5360  4.1140
H  0.8809  4.1586  4.1203
H  -0.7485  3.9139  4.7840
C  3.0070  2.6660  -0.9674
C  2.6030  1.3449  -0.3265
C  3.1452  0.1551  -1.1042
O  1.1905  1.3118  -0.2429
H  4.0913  2.7591  -1.0085
H  2.6139  3.5054  -0.3934
H  2.6185  2.7267  -1.9854
H  2.9907  1.3081  0.6987
H  2.8476  0.2072  -2.1538
H  2.7839  -0.7763  -0.6689
H  4.2350  0.1477  -1.0592
N  -0.4214  -0.9493  -1.0274
S  0.4850  -2.1510  -1.5628
C  0.7276  -1.8400  -3.3119
C  1.2247  -2.8543  -4.1205
C  1.4830  -2.5864  -5.4541
C  1.2533  -1.3160  -5.9685
C  0.7723  -0.3098  -5.1483
C  0.5108  -0.5671  -3.8100
C  -0.5536  -3.5985  -1.6198
C  -0.3384  -4.5364  -0.6207
C  -1.1584  -5.6541  -0.5582
C  -2.1755  -5.8181  -1.4857
C  -2.3839  -4.8701  -2.4802
C  -1.5715  -3.7530  -2.5524
H  -1.2161  -0.7754  -1.6369
H  1.3992  -3.8430  -3.7171
H  1.8653  -3.3698  -6.0935
H  1.4583  -1.1117  -7.0100
H  0.6068  0.6823  -5.5458
H  0.1739  0.2190  -3.1471
H  0.4544  -4.3839  0.1008
H  -0.9979  -6.3956  0.2115
H  -2.8088  -6.6934  -1.4404
H  -3.1737  -5.0108  -3.2052
H  -1.7096  -3.0209  -3.3383
Te  1.0373  -1.5580  1.8451
C  2.6815  -0.5094  2.6729
C  3.9818  -0.8095  2.2763
C  5.0573  -0.0888  2.7751
C  4.8483  0.9455  3.6729
C  3.5572  1.2435  4.0832
C  2.4841  0.5176  3.5919
H  4.1555  -1.6099  1.5685
H  6.0622  -0.3375  2.4597
H  5.6867  1.5087  4.0599
H  3.3884  2.0372  4.8002
H  1.4785  0.7441  3.9216



No. 2
The following is a quantum chemistry calculation of C29H39F4N2OSeSi2Tl as an isolated structure, from the Open Molecules 2025 dataset.

Results
HOMO-LUMO gap (alpha / beta), eV: 4.79 / 5.48
ΔE to the lowest compared entry with this formula, charge and spin, kcal per mole: 58.9
Charge: 0

Positions of all 79 atoms, in Å:
Tl  0.7446  1.4921  0.5911
C  -1.3537  2.9261  -1.5990
N  -1.0027  3.5091  -0.3182
C  -2.1074  3.4691  0.6210
C  -0.3457  4.7897  -0.3947
C  0.7593  4.9270  0.6949
N  1.7633  3.9460  0.4966
C  2.9628  4.1935  -0.0095
C  3.6250  3.1951  -0.7739
F  2.9139  2.0801  -1.1152
C  4.9115  3.3393  -1.2387
F  5.4668  2.3725  -1.9892
C  5.6542  4.4781  -0.9715
C  5.0431  5.4769  -0.2347
F  5.7340  6.5976  0.0389
C  3.7460  5.3597  0.2187
F  3.2473  6.3564  0.9878
H  -2.0851  3.5359  -2.1487
H  -1.7739  1.9376  -1.4229
H  -0.4587  2.8180  -2.2089
H  -2.9909  4.0026  0.2452
H  -1.8085  3.9225  1.5628
H  -2.3614  2.4264  0.7968
H  -1.0519  5.6175  -0.2570
H  0.1320  4.8940  -1.3710
H  0.3044  4.7540  1.6734
H  1.1238  5.9549  0.6372
H  6.6728  4.5740  -1.3029
C  2.5341  -3.7349  2.0955
Si  3.1886  -2.7124  0.6258
C  2.2260  -3.1016  -0.9719
C  5.0460  -3.0806  0.3430
Se  3.1442  -0.4602  1.2030
H  2.8019  -4.7797  1.9785
H  1.4536  -3.6776  2.1702
H  2.9509  -3.3907  3.0378
H  2.3931  -4.1360  -1.2627
H  2.5515  -2.4698  -1.7935
H  1.1583  -2.9592  -0.8407
H  5.2086  -4.1388  0.1601
H  5.6409  -2.7960  1.2061
H  5.4296  -2.5357  -0.5137
C  -4.2914  -0.4738  1.7234
C  -4.0019  -1.0035  0.3304
C  -4.5921  -2.3909  0.1808
C  -4.5549  -0.0668  -0.7281
Si  -2.0272  -1.0258  0.1633
O  -1.5822  0.4272  0.4974
C  -1.4251  -1.4907  -1.5820
C  -0.2012  -0.9535  -1.9701
C  0.3221  -1.1610  -3.2328
C  -0.3778  -1.9287  -4.1492
C  -1.5966  -2.4739  -3.7866
C  -2.1094  -2.2518  -2.5202
C  -1.4915  -2.3191  1.4603
C  -1.6605  -3.6942  1.3456
C  -1.3129  -4.5449  2.3821
C  -0.7800  -4.0362  3.5553
C  -0.5757  -2.6700  3.6720
C  -0.9347  -1.8275  2.6359
H  -5.3672  -0.3614  1.8641
H  -3.8233  0.4941  1.8713
H  -3.9145  -1.1576  2.4807
H  -5.6732  -2.3488  0.3299
H  -4.1754  -3.0722  0.9180
H  -4.4140  -2.7956  -0.8112
H  -5.6347  0.0321  -0.6057
H  -4.3577  -0.4443  -1.7294
H  -4.1108  0.9201  -0.6359
H  0.3618  -0.3488  -1.2638
H  1.2692  -0.7140  -3.4977
H  0.0161  -2.0925  -5.1409
H  -2.1607  -3.0691  -4.4909
H  -3.0673  -2.6851  -2.2736
H  -2.0617  -4.1087  0.4310
H  -1.4540  -5.6112  2.2720
H  -0.5110  -4.7005  4.3659
H  -0.1376  -2.2587  4.5691
H  -0.7796  -0.7619  2.7249



No. 3
The following is a quantum chemistry calculation of C29H39N4O5RuTe as an isolated structure, from the Open Molecules 2025 dataset.

Results
2S+1: 2
HOMO-LUMO gap (alpha / beta), eV: 5.46 / 6.77
Charge: +2

Positions of all 79 atoms, in Å:
Ru  0.4115  0.1596  -0.5327
C  4.9859  1.0181  0.7257
N  3.9715  0.9697  1.7829
C  4.4671  1.3007  3.1179
C  2.7522  0.5397  1.5040
O  2.4481  0.1288  0.3651
C  1.6731  0.4961  2.5750
O  0.3969  0.6918  1.9823
C  -0.1143  2.0022  2.1306
C  0.3939  2.9117  1.0182
O  0.6933  2.4031  -0.0792
N  0.4611  4.2153  1.2490
C  0.0502  4.8233  2.5197
C  0.9631  5.1255  0.2188
H  5.4962  1.9790  0.7735
H  5.7160  0.2214  0.8696
H  4.5139  0.9033  -0.2433
H  5.3406  0.6865  3.3332
H  4.7705  2.3469  3.1543
H  3.7310  1.1125  3.8903
H  1.6748  -0.5026  3.0128
H  1.8286  1.2237  3.3673
H  -1.1993  1.9197  2.0374
H  0.1137  2.3966  3.1191
H  0.7974  4.6711  3.2999
H  -0.0564  5.8924  2.3635
H  -0.9095  4.4377  2.8580
H  1.2175  4.5637  -0.6723
H  0.2011  5.8658  -0.0222
H  1.8507  5.6399  0.5859
O  -4.9115  4.1178  -0.6447
C  -4.0860  4.2195  -1.7842
C  -3.0557  3.1284  -1.7230
C  -1.8674  3.2229  -2.4369
C  -0.9509  2.1929  -2.3631
N  -1.1826  1.0909  -1.6478
C  -2.3437  0.9768  -0.9847
C  -3.2923  1.9755  -0.9788
C  -2.4994  -0.3216  -0.3151
C  -3.6985  -0.9912  -0.2199
C  -3.7185  -2.2834  0.3037
C  -5.0239  -3.0456  0.3437
O  -6.1334  -2.2009  0.5443
C  -2.5205  -2.8361  0.7379
C  -1.3581  -2.0992  0.6265
N  -1.3479  -0.8683  0.1056
H  -5.6531  4.7265  -0.7282
H  -3.5891  5.1915  -1.8465
H  -4.6572  4.0818  -2.7095
H  -1.6529  4.0943  -3.0424
H  -0.0105  2.2330  -2.8950
H  -4.2031  1.8843  -0.4032
H  -4.6211  -0.5457  -0.5676
H  -4.9740  -3.8522  1.0777
H  -5.1688  -3.5051  -0.6354
H  -6.2307  -2.0009  1.4812
H  -2.4845  -3.8316  1.1623
H  -0.4042  -2.4873  0.9585
C  1.4558  -6.7253  -0.6702
C  1.4965  -5.2685  -1.0396
C  2.6666  -4.5308  -0.9005
C  2.7593  -3.2068  -1.3081
C  4.0697  -2.4825  -1.1359
C  1.6189  -2.6012  -1.8723
Te  1.7438  -0.6662  -2.6746
C  0.4180  -3.3226  -2.0162
C  -0.8065  -2.7453  -2.6864
C  0.3797  -4.6390  -1.5768
H  2.2351  -6.9799  0.0461
H  1.6204  -7.3306  -1.5644
H  0.4871  -7.0125  -0.2623
H  3.5404  -5.0113  -0.4729
H  4.8043  -3.1249  -0.6529
H  3.9334  -1.5838  -0.5367
H  4.4791  -2.1761  -2.0994
H  -1.0530  -1.7501  -2.3151
H  -1.6678  -3.3966  -2.5372
H  -0.6401  -2.6532  -3.7616
H  -0.5417  -5.2025  -1.6832



Number 1: largest force on an atom 0.01098 Eh/bohr, DFT total energy -89910.23156 eV. Number 2: largest force on an atom 0.04853 Eh/bohr, DFT total energy -132398.78053 eV. Number 3: largest force on an atom 0.02401 Eh/bohr, DFT total energy -56765.48897 eV.